{"formula": "C54H141N9O21", "method": "ωB97M-V/def2-TZVPD", "orbital_gap_ev": [6.45, 1.36], "multiplicity": 2, "total_charge": 1, "s_squared": 0.754, "homo_energy_ev": [-9.26, -9.26], "mol_weight_g_mol": 1252.8, "species": ["C", "O", "C", "C", "N", "C", "C", "O", "C", "H", "H", "H", "H", "H", "H", "H", "H", "H", "H", "H", "H", "H", "H", "H", "C", "O", "C", "C", "N", "C", "C", "O", "C", "H", "H", "H", "H", "H", "H", "H", "H", "H", "H", "H", "H", "H", "H", "H", "C", "O", "C", "C", "N", "C", "C", "O", "C", "H", "H", "H", "H", "H", "H", "H", "H", "H", "H", "H", "H", "H", "H", "H", "C", "O", "C", "C", "N", "C", "C", "O", "C", "H", "H", "H", "H", "H", "H", "H", "H", "H", "H", "H", "H", "H", "H", "H", "C", "O", "C", "C", "N", "C", "C", "O", "C", "H", "H", "H", "H", "H", "H", "H", "H", "H", "H", "H", "H", "H", "H", "H", "C", "O", "C", "C", "N", "C", "C", "O", "C", "H", "H", "H", "H", "H", "H", "H", "H", "H", "H", "H", "H", "H", "H", "H", "C", "O", "C", "C", "N", "C", "C", "O", "C", "H", "H", "H", "H", "H", "H", "H", "H", "H", "H", "H", "H", "H", "H", "H", "C", "O", "C", "C", "N", "C", "C", "O", "C", "H", "H", "H", "H", "H", "H", "H", "H", "H", "H", "H", "H", "H", "H", "H", "C", "O", "C", "C", "N", "C", "C", "O", "C", "H", "H", "H", "H", "H", "H", "H", "H", "H", "H", "H", "H", "H", "H", "H", "O", "H", "H", "O", "H", "H", "O", "H", "H"], "coordinates": [[2.41876, -1.72346, -4.22251], [1.43776, -2.06658, -5.22473], [0.10395, -1.80013, -4.80872], [-0.89671, -1.39664, -5.96562], [-0.88058, -2.50139, -6.91720], [-1.89587, -2.38454, -7.99599], [-1.70239, -3.31549, -9.19575], [-0.55628, -2.81670, -9.88020], [-0.27215, -3.40218, -11.19204], [3.45039, -1.93378, -4.50464], [2.28559, -2.26495, -3.28595], [2.42934, -0.65484, -4.00793], [0.05249, -0.94918, -4.12951], [-0.38413, -2.64631, -4.32512], [-0.71933, -0.43714, -6.45140], [-1.91361, -1.35197, -5.57572], [0.03028, -2.67883, -7.31587], [-1.83197, -1.33262, -8.27434], [-2.89126, -2.48853, -7.56416], [-2.63251, -3.25960, -9.76129], [-1.54478, -4.33819, -8.85320], [0.70694, -3.07032, -11.53753], [-0.88972, -3.21325, -12.07011], [-0.24849, -4.46657, -10.95834], [1.61177, 3.39824, -0.30461], [1.19980, 2.46670, 0.66183], [2.24529, 2.03089, 1.49261], [1.66959, 0.93760, 2.41296], [1.90290, -0.44849, 2.04059], [1.04551, -0.68707, 0.83232], [1.07086, -2.12454, 0.28682], [0.08341, -2.80935, 1.08664], [0.23237, -4.20731, 1.14808], [0.94915, 3.50387, -1.16361], [2.54755, 3.20248, -0.82816], [1.46188, 4.41777, 0.05061], [2.73609, 2.85818, 2.00526], [3.09471, 1.62792, 0.94106], [0.61754, 1.02290, 2.68502], [2.09298, 1.17003, 3.39011], [1.60714, -1.00702, 2.82842], [1.41441, -0.02154, 0.05189], [-0.00988, -0.48238, 1.01223], [2.03299, -2.62585, 0.39209], [0.72855, -2.17081, -0.74701], [-0.10222, -4.48057, 0.14735], [-0.42950, -4.73338, 1.83605], [1.27173, -4.47150, 1.34311], [-1.68910, 2.29745, 3.35049], [-2.96911, 2.73226, 3.06107], [-3.00443, 3.96769, 2.45953], [-4.42213, 4.40414, 1.98428], [-4.53414, 5.83390, 1.62984], [-4.24923, 6.81800, 2.64338], [-4.07813, 8.19777, 2.13707], [-5.05600, 8.51534, 1.07863], [-6.37454, 8.67133, 1.51889], [-1.60192, 1.21744, 3.23181], [-1.31831, 2.63586, 4.31800], [-0.97131, 2.60564, 2.59030], [-2.32909, 3.96116, 1.60397], [-2.53924, 4.68382, 3.13691], [-5.18585, 4.11867, 2.70770], [-4.60682, 3.86202, 1.05687], [-5.31920, 6.09553, 1.05077], [-3.30263, 6.59658, 3.13637], [-4.97462, 6.79436, 3.45660], [-3.16910, 8.19052, 1.53564], [-4.05663, 8.99710, 2.87781], [-6.83958, 9.13886, 0.65098], [-6.52884, 9.36491, 2.34548], [-6.85798, 7.70509, 1.66298], [-0.06824, 11.33683, -5.13417], [-0.97998, 11.50680, -4.07084], [-0.62975, 12.53263, -3.13532], [0.45114, 12.14878, -2.21249], [0.09832, 11.15723, -1.27051], [1.32674, 10.50074, -0.74449], [1.88342, 9.28768, -1.57566], [2.39220, 8.25277, -0.81195], [1.38614, 7.39343, -0.37547], [0.98206, 11.46354, -4.87165], [-0.24734, 12.18867, -5.79022], [-0.40627, 10.47822, -5.71438], [-1.51130, 12.86921, -2.58972], [-0.30007, 13.45613, -3.61131], [0.70270, 13.05883, -1.66787], [1.30078, 11.77508, -2.78395], [-0.24137, 11.62528, -0.44248], [0.86673, 10.13845, 0.17487], [2.10377, 11.22863, -0.51105], [2.64468, 9.72116, -2.22426], [1.21221, 8.94113, -2.36145], [1.93153, 6.62352, 0.17031], [1.06052, 6.71963, -1.16798], [0.58198, 7.84225, 0.20761], [5.40240, 3.01634, 4.03467], [5.92969, 3.78103, 2.94073], [5.89812, 3.16388, 1.65296], [6.55486, 3.80605, 0.42805], [6.16196, 3.21671, -0.82293], [6.71515, 3.85666, -2.01900], [5.87706, 5.07338, -2.37916], [4.65154, 4.61951, -2.99144], [3.88263, 5.77607, -3.49048], [5.57890, 3.62012, 4.92484], [5.74106, 1.98327, 4.11325], [4.34255, 2.80627, 3.89082], [4.87199, 2.83675, 1.48517], [6.38828, 2.19054, 1.63163], [7.62624, 3.77232, 0.62581], [6.19470, 4.83003, 0.32876], [5.15576, 3.29201, -0.86751], [6.56392, 3.05057, -2.73695], [7.75391, 4.14788, -1.86323], [6.45654, 5.77904, -2.97444], [5.69917, 5.73650, -1.53257], [4.30911, 5.95428, -4.47762], [4.05932, 6.69525, -2.93192], [2.81256, 5.57068, -3.51968], [-1.73042, -8.30458, -1.86703], [-0.31248, -8.19003, -1.96457], [0.33509, -7.39229, -0.92845], [1.82665, -7.08844, -1.31565], [2.69950, -8.24781, -1.27879], [4.13836, -7.88932, -1.16549], [4.97949, -9.01381, -0.60146], [6.26849, -8.53329, -0.50992], [7.11285, -9.51253, 0.06235], [-2.24895, -7.34863, -1.79365], [-1.99393, -8.87209, -0.97450], [-2.19872, -8.86670, -2.67500], [0.26248, -8.00987, -0.03323], [-0.28888, -6.49906, -0.89868], [2.29538, -6.32812, -0.69091], [1.80121, -6.62499, -2.30188], [2.44708, -8.82059, -0.48613], [4.26739, -7.07108, -0.45701], [4.49884, -7.54329, -2.13421], [4.78880, -9.77403, -1.35896], [4.51525, -9.30684, 0.34019], [6.95198, -10.49988, -0.37051], [6.95003, -9.43611, 1.13741], [8.16336, -9.22228, 0.04542], [1.89988, 4.22534, 5.07230], [1.36554, 2.94923, 5.25923], [1.31830, 2.56315, 6.62715], [0.42338, 1.29069, 6.79478], [1.02245, 0.05120, 6.28022], [0.15068, -1.07661, 6.21333], [0.78206, -2.29472, 5.58093], [1.29200, -2.20378, 4.25759], [1.99180, -3.41347, 3.94114], [1.13169, 4.87519, 5.49145], [1.90580, 4.45439, 4.00665], [2.89783, 4.35973, 5.48959], [1.17833, 3.32496, 7.39406], [2.31937, 2.18513, 6.83470], [-0.58676, 1.59695, 6.52293], [0.25854, 1.13523, 7.86097], [1.53429, 0.13066, 5.41315], [-0.68426, -0.80063, 5.56927], [-0.31558, -1.20829, 7.18974], [-0.07013, -2.95634, 5.42558], [1.52698, -2.74248, 6.23873], [1.22028, -4.17526, 3.82922], [2.68185, -3.62418, 4.75818], [2.64190, -3.29647, 3.07409], [-5.14953, -10.17559, -3.24210], [-6.19985, -10.53219, -2.45562], [-7.36741, -9.64610, -2.61970], [-7.20619, -8.10643, -2.15371], [-6.71993, -8.00604, -0.79617], [-6.21179, -6.67866, -0.51230], [-5.38901, -6.65380, 0.80147], [-3.98343, -6.82269, 0.49873], [-3.15455, -6.26323, 1.57412], [-4.40794, -10.97417, -3.26293], [-4.73895, -9.23476, -2.87554], [-5.41590, -10.13221, -4.29815], [-8.29606, -9.96064, -2.14348], [-7.60262, -9.76998, -3.67679], [-8.13192, -7.55070, -2.30299], [-6.56701, -7.66181, -2.91650], [-6.09375, -8.79799, -0.76761], [-6.93076, -5.85952, -0.52638], [-5.46346, -6.43002, -1.26482], [-5.69859, -7.41176, 1.52103], [-5.52190, -5.66533, 1.24121], [-2.09570, -6.48883, 1.44741], [-3.67353, -6.70264, 2.42599], [-3.22118, -5.17528, 1.57064], [-2.82985, 1.29361, -0.24874], [-2.98674, -0.11414, -0.09182], [-3.03785, -0.52656, 1.23021], [-3.08895, -2.04398, 1.21749], [-2.81196, -2.56309, 2.57304], [-3.53970, -1.78870, 3.63571], [-3.76140, -2.60768, 5.00032], [-2.68552, -2.25713, 5.86011], [-2.76335, -3.03701, 6.98787], [-3.79368, 1.79716, -0.17408], [-2.40856, 1.48333, -1.23596], [-2.21854, 1.75175, 0.52876], [-3.85411, -0.08229, 1.79981], [-2.07621, -0.24209, 1.65735], [-2.32766, -2.50153, 0.58568], [-4.07768, -2.38027, 0.90538], [-1.82220, -2.48742, 2.75948], [-4.50214, -1.66045, 3.14036], [-3.13155, -0.82128, 3.92828], [-3.88362, -3.68513, 4.88951], [-4.73051, -2.36188, 5.43450], [-2.76662, -4.10353, 6.76287], [-3.66754, -2.65076, 7.45834], [-1.95926, -2.83671, 7.69598], [3.49087, 2.02447, -3.36641], [3.88288, 1.62028, -4.14048], [3.92055, 2.87701, -3.29720], [4.29000, -1.63440, 1.13722], [3.55646, -1.38166, 1.69782], [4.22089, -1.05718, 0.37678], [4.46293, -4.28533, 0.10472], [4.40927, -3.35575, 0.32661], [4.39640, -4.73710, 0.94598]], "forces_ev_per_angstrom": [[-0.25, 0.10, -0.06], [0.32, 0.33, 0.45], [-1.26, 1.30, -0.62], [1.24, -1.82, -0.24], [-0.91, -0.92, -0.56], [0.92, 0.57, 1.02], [0.38, 1.10, 0.71], [-0.23, 0.29, -1.72], [0.42, -0.60, 1.54], [-0.30, -0.41, -0.78], [-0.40, -0.12, 0.09], [-0.43, 0.22, 0.06], [0.40, 0.08, 0.40], [0.39, -0.33, 0.10], [0.48, 0.38, 0.09], [0.03, 0.02, 0.46], [0.13, 0.28, 0.04], [-0.31, 0.18, -0.98], [-0.09, -0.41, 0.09], [0.09, -0.07, -0.49], [0.05, -0.23, -0.04], [0.17, 0.02, 0.62], [-0.98, 0.34, 0.58], [0.16, -0.29, -0.72], [-0.82, 1.00, -0.94], [-0.10, 0.16, -0.93], [-0.46, -0.95, 0.15], [0.81, 0.65, 1.55], [-0.48, 0.35, -1.50], [1.11, -0.99, -0.21], [-0.95, -0.01, 1.21], [0.08, 0.68, 1.40], [-0.09, 0.14, -1.60], [-0.74, -1.10, -0.01], [0.50, -0.03, 0.69], [1.05, 0.25, 0.66], [-0.52, 0.34, 0.60], [-0.09, -0.50, -0.54], [-0.43, 0.75, -0.75], [0.57, -0.49, 0.20], [-0.33, -0.33, 0.05], [-0.12, 0.13, 0.00], [-0.12, 0.33, 0.10], [0.15, 0.10, -0.08], [0.19, 0.16, -0.25], [0.46, -1.12, -0.16], [-0.09, 0.68, 0.39], [0.03, -0.28, -0.14], [1.82, -0.59, -0.34], [-2.34, -0.39, -0.21], [0.88, 1.01, -0.01], [1.32, -0.35, -1.26], [-0.63, -0.87, 2.78], [1.27, -0.05, 0.71], [-0.92, 1.28, -3.36], [1.69, -0.50, 1.54], [-0.70, 0.50, -1.11], [-0.57, -0.11, 0.59], [-0.11, -0.04, 0.13], [0.13, 0.57, -0.19], [-0.06, 0.08, -0.52], [-0.26, 0.52, 0.27], [-0.25, 0.29, 0.28], [-0.37, -0.10, 0.08], [0.03, 0.16, -0.95], [-0.04, -0.50, 0.08], [-0.71, -0.53, -0.06], [0.28, 0.37, 0.36], [0.00, -0.35, 0.27], [-0.42, -0.08, 0.13], [0.29, -0.22, 0.33], [-0.26, -0.07, 0.45], [-1.01, 1.65, -0.56], [-0.08, 0.09, 1.19], [-0.61, 0.22, -1.19], [0.46, 0.66, -0.20], [0.81, -1.43, 0.83], [-1.73, -1.21, 0.23], [-0.21, 2.34, -1.10], [0.17, 0.32, 0.14], [1.10, -1.84, 0.17], [0.12, -0.93, 0.19], [0.12, 0.23, -0.50], [0.68, -0.31, 0.39], [-0.33, -0.57, 0.01], [0.10, 0.08, -0.72], [0.69, 0.40, -0.21], [0.19, 0.31, -0.04], [-0.57, 0.07, -0.10], [0.97, -0.54, 0.47], [0.25, -0.06, 0.01], [0.81, -0.27, 0.36], [-0.91, -0.21, 0.42], [-0.11, 0.32, 1.00], [-0.88, 0.62, -0.69], [-0.01, 0.07, -0.12], [-0.32, 0.03, -1.18], [0.75, 0.17, -0.46], [-0.62, -2.19, 0.11], [-0.71, 2.04, 1.05], [0.33, -1.47, 0.73], [-1.32, -0.16, 0.82], [0.38, 0.09, -0.49], [-0.28, 1.84, 0.51], [1.22, -0.76, -0.27], [-0.01, -0.32, -0.05], [1.08, 0.11, 0.05], [-0.58, 0.63, 0.01], [-0.45, 0.53, -0.52], [0.36, -0.40, 0.79], [0.09, 0.15, -0.49], [0.58, 0.80, 0.80], [-0.21, -0.24, -0.21], [0.63, 0.53, -0.75], [0.00, -0.31, -0.12], [-0.10, -0.26, -1.10], [-0.55, -0.42, 0.63], [-0.50, 0.14, -0.28], [0.01, -0.22, 0.51], [0.22, -0.31, -0.03], [0.32, -0.07, 0.99], [0.31, 0.10, -0.62], [-0.12, -0.96, -1.57], [-0.95, -0.06, 0.00], [0.69, -0.44, -0.20], [-1.15, 0.73, 0.55], [-1.97, 0.70, -1.55], [0.95, -0.46, -0.30], [0.35, 0.80, 0.99], [0.14, 0.34, -0.02], [-0.07, -0.01, 0.38], [0.75, 0.09, -0.43], [0.09, 0.36, 0.56], [0.40, 0.39, 0.62], [-0.57, 0.48, 0.57], [0.06, -0.26, -0.30], [-0.08, -0.11, 0.14], [-0.05, 0.57, -0.02], [0.12, -0.16, 0.00], [0.80, -0.95, 0.21], [0.33, -0.27, 0.43], [0.05, -0.04, 0.18], [-0.45, -0.93, 0.33], [-0.01, 0.14, -0.94], [-0.97, 0.43, -0.26], [-0.57, -0.65, 0.10], [1.12, -2.68, -0.15], [0.66, 0.93, 0.55], [0.86, 1.25, 0.37], [-0.54, 1.22, -1.50], [-1.07, -1.15, 0.43], [0.97, 1.11, 0.06], [-0.20, 0.62, 0.59], [0.52, 0.85, 0.38], [0.26, -0.26, -0.10], [-0.02, 0.07, 0.17], [-0.79, 0.46, -0.46], [0.41, 0.02, 0.34], [-0.42, -0.48, -1.12], [0.40, 0.01, 0.36], [-0.12, 0.51, -0.09], [-0.54, -0.17, -0.20], [0.32, -0.78, 0.10], [-0.11, -0.64, 0.79], [0.11, -0.03, 0.05], [0.41, -0.44, -0.15], [-0.11, -0.39, 0.16], [-0.53, 0.22, -0.32], [1.07, 0.21, -1.04], [-3.11, 0.31, 1.98], [0.20, 0.90, -0.12], [0.03, -1.58, -1.54], [-1.45, -0.25, -0.89], [2.20, -0.92, 0.72], [0.51, 0.58, -0.74], [0.36, 0.51, 0.07], [-1.81, -0.49, -1.04], [0.16, 0.05, 0.67], [0.51, 0.15, -0.41], [-0.32, 0.60, -0.30], [0.69, -1.00, 0.68], [-0.02, 0.83, -0.30], [-0.46, -0.40, 0.18], [0.75, 0.39, 0.08], [0.89, 0.46, 0.95], [-0.58, -0.56, 0.08], [0.15, 0.42, -0.34], [-0.18, -0.11, 0.00], [-0.01, 0.13, 0.27], [-0.28, -0.67, -0.03], [1.02, 0.32, 0.85], [-0.28, 0.15, 0.18], [-0.34, -0.57, -0.06], [-0.15, 1.38, -1.24], [0.99, -0.67, -0.50], [0.05, -0.21, 1.40], [-0.33, 0.68, 1.17], [-0.75, -2.64, 0.31], [0.35, 1.37, -1.73], [0.31, -0.03, -1.79], [-0.34, 0.33, 1.48], [-0.42, 0.05, -0.12], [0.03, -0.03, 0.12], [0.50, -0.25, 0.08], [-0.15, 0.15, -0.05], [0.12, 0.13, 0.68], [-0.12, 0.42, -0.27], [-0.08, -0.10, -0.09], [0.35, -0.09, -0.21], [-0.36, 0.33, 0.56], [0.19, 0.10, -0.13], [0.72, -0.24, -0.54], [-0.12, 0.74, 0.33], [-0.28, -0.14, 0.08], [-0.42, -0.96, 0.75], [0.28, 0.12, -0.30], [-0.38, -0.41, 0.16], [0.06, -0.16, -0.19], [0.31, 0.58, 0.08], [1.01, -0.68, -0.36], [-0.78, 0.66, 0.32], [0.02, 0.26, -0.16], [-0.18, -0.61, -0.43], [0.07, 0.65, 0.34], [0.10, -0.13, 0.17]]}